No. 1
Below is C30H26IrN3OP as an isolated structure, with properties calculated with the ωB97M-V functional and the def2-TZVPD basis.

- energy above the lowest of the compared OMol25 structures with the same formula, charge and spin (kcal per mole) = 11.15
- Kohn-Sham gap (spin up / spin down) (eV) = 7.23 / 7.07
- ⟨S²⟩ = 0.756
- HOMO energy (spin up / spin down) (eV) = -7.33 / -7.07
- M (g mol⁻¹) = 667.7

Geometry as ORCA input:
```
! RIJCOSX wB97M-V def2-TZVPD def2/J DEFGRID3
* xyz 0 2
Ir 0.365 0.710 -1.981
C -1.219 -2.387 -3.019
N -1.396 -0.952 -2.853
C -2.147 -0.312 -3.640
C -2.175 1.131 -3.481
C -2.980 2.137 -3.943
C -2.478 3.355 -3.405
C -1.381 3.036 -2.651
N -1.186 1.676 -2.673
C 0.230 -2.709 -3.284
C 0.707 -2.822 -4.584
C 2.053 -3.060 -4.820
C 2.933 -3.185 -3.755
C 2.463 -3.076 -2.454
C 1.117 -2.841 -2.222
H -1.852 -2.771 -3.829
H -1.525 -2.870 -2.088
H -2.754 -0.768 -4.428
H -3.836 2.018 -4.588
H -2.875 4.344 -3.563
H -0.711 3.670 -2.095
H 0.021 -2.716 -5.416
H 2.416 -3.143 -5.836
H 3.984 -3.363 -3.939
H 3.148 -3.165 -1.621
H 0.745 -2.744 -1.208
O 1.816 0.526 -2.834
N 0.335 0.585 -0.113
P 0.255 0.590 1.415
C -1.216 1.461 1.998
C -2.427 1.162 1.372
C -3.585 1.820 1.748
C -3.542 2.783 2.749
C -2.341 3.089 3.368
C -1.177 2.430 2.993
C 0.159 -1.064 2.161
C 1.005 -2.042 1.639
C 0.994 -3.326 2.156
C 0.133 -3.645 3.199
C -0.713 -2.679 3.721
C -0.701 -1.389 3.204
C 1.688 1.344 2.222
C 2.039 1.065 3.541
C 3.129 1.699 4.117
C 3.878 2.604 3.376
C 3.539 2.874 2.057
C 2.445 2.246 1.481
H -2.451 0.425 0.577
H -4.521 1.588 1.256
H -4.448 3.300 3.040
H -2.305 3.845 4.142
H -0.239 2.678 3.474
H 1.665 -1.787 0.817
H 1.653 -4.081 1.745
H 0.119 -4.650 3.602
H -1.389 -2.928 4.529
H -1.369 -0.640 3.611
H 1.466 0.346 4.115
H 3.401 1.480 5.142
H 4.732 3.092 3.826
H 4.130 3.571 1.477
H 2.174 2.435 0.448
*
```



No. 2
Below is C30H26N3PPtSe3Te as an isolated structure, with properties calculated with the ωB97M-V functional and the def2-TZVPD basis.

- energy above the lowest of the compared OMol25 structures with the same formula, charge and spin (kcal per mole) = 0.00
- Kohn-Sham gap (spin up / spin down) (eV) = 5.29 / 5.43
- ⟨S²⟩ = 2.012
- HOMO energy (spin up / spin down) (eV) = -0.99 / -1.14
- M (g mol⁻¹) = 1019.1

Geometry as ORCA input:
```
! RIJCOSX wB97M-V def2-TZVPD def2/J DEFGRID3
* xyz -2 3
Pt -1.179 1.231 -1.360
Se -2.052 3.074 -0.159
Se -1.178 5.097 -0.622
Te -1.826 3.557 -4.505
Se -2.591 1.574 -3.294
C 0.594 -0.950 -2.699
N -0.679 -0.710 -2.036
C -1.429 -1.717 -1.752
C -2.680 -1.699 -1.046
C -3.502 -2.817 -0.782
C -4.603 -2.315 -0.083
C -4.367 -0.919 0.034
N -3.216 -0.554 -0.532
C 0.814 -0.053 -3.890
C 1.379 1.205 -3.705
C 1.596 2.040 -4.792
C 1.250 1.626 -6.073
C 0.662 0.381 -6.260
C 0.445 -0.451 -5.168
H 0.666 -2.000 -3.002
H 1.378 -0.746 -1.968
H -1.083 -2.704 -2.073
H -3.308 -3.840 -1.078
H -5.454 -2.867 0.293
H -4.993 -0.184 0.528
H 1.607 1.533 -2.695
H 2.009 3.029 -4.635
H 1.402 2.287 -6.918
H 0.355 0.067 -7.251
H -0.033 -1.416 -5.306
N 0.517 1.179 -0.124
P 0.574 0.501 1.253
C -0.777 0.719 2.465
C -0.713 1.750 3.405
C -1.786 2.015 4.244
C -2.950 1.265 4.139
C -3.044 0.267 3.179
C -1.967 0.002 2.340
C 2.056 1.083 2.181
C 2.518 0.479 3.348
C 3.654 0.957 3.989
C 4.341 2.045 3.459
C 3.890 2.647 2.291
C 2.749 2.168 1.652
C 0.922 -1.335 1.286
C 2.002 -1.726 0.484
C 2.330 -3.062 0.315
C 1.561 -4.048 0.929
C 0.497 -3.680 1.735
C 0.190 -2.332 1.923
H 0.184 2.353 3.476
H -1.719 2.817 4.970
H -3.793 1.477 4.786
H -3.962 -0.294 3.054
H -2.074 -0.746 1.565
H 1.982 -0.371 3.757
H 4.007 0.483 4.898
H 5.227 2.421 3.959
H 4.428 3.492 1.875
H 2.360 2.613 0.741
H 2.578 -0.955 -0.016
H 3.174 -3.339 -0.305
H 1.795 -5.096 0.779
H -0.111 -4.439 2.212
H -0.624 -2.068 2.583
*
```



No. 3
Below is C30H26N4O5P2PbS6 as an isolated structure, with properties calculated with the ωB97M-V functional and the def2-TZVPD basis.

- energy above the lowest of the compared OMol25 structures with the same formula, charge and spin (kcal per mole) = 0.00
- Kohn-Sham gap (eV) = 6.38
- HOMO energy (eV) = -13.29
- M (g mol⁻¹) = 984.1

Geometry as ORCA input:
```
! RIJCOSX wB97M-V def2-TZVPD def2/J DEFGRID3
* xyz 2 1
Pb 2.156 0.844 -0.536
O 8.106 4.751 0.689
C 7.190 4.208 0.167
S 5.582 4.949 -0.047
C 4.745 3.656 -0.791
C 5.589 2.346 -0.773
S 5.017 0.850 -1.067
S 7.285 2.556 -0.428
S 3.246 3.842 -1.415
N -2.488 0.194 -0.732
P -1.406 1.273 0.073
C -0.954 2.549 -0.959
C -0.355 3.705 -0.391
C 0.089 4.744 -1.210
C 0.080 4.578 -2.595
C -0.378 3.419 -3.139
C -0.937 2.428 -2.338
C -2.227 1.833 1.542
C -3.394 2.620 1.422
C -4.139 2.937 2.526
C -3.776 2.344 3.773
C -2.724 1.478 3.853
C -1.897 1.237 2.745
P -1.912 -1.390 -0.528
C -3.001 -2.544 0.286
C -4.094 -3.120 -0.332
C -5.106 -3.684 0.351
C -4.979 -3.743 1.754
C -3.933 -3.103 2.415
C -2.941 -2.512 1.638
C -1.612 -1.971 -2.133
C -1.150 -3.273 -2.276
C -0.910 -3.828 -3.509
C -1.196 -3.068 -4.651
C -1.754 -1.790 -4.540
C -1.947 -1.243 -3.305
H -3.432 0.605 -0.696
H -0.273 3.845 0.687
H 0.482 5.674 -0.694
H 0.454 5.420 -3.199
H -0.385 3.210 -4.192
H -1.242 1.476 -2.763
H -3.586 3.135 0.488
H -5.017 3.567 2.501
H -4.420 2.530 4.645
H -2.447 1.029 4.756
H -1.079 0.581 2.862
H -4.165 -2.982 -1.420
H -6.041 -3.971 -0.114
H -5.758 -4.195 2.328
H -3.848 -2.957 3.511
H -2.200 -1.924 2.124
H -0.848 -3.907 -1.424
H -0.335 -4.730 -3.509
H -1.049 -3.558 -5.640
H -1.956 -1.206 -5.388
H -2.393 -0.236 -3.288
S 2.645 -1.796 0.976
C 3.807 -2.009 2.214
N 4.312 -3.187 2.557
C 5.550 -3.183 3.301
C 5.499 -1.917 4.157
S 4.567 -0.738 3.080
H 4.108 -4.023 1.970
H 6.428 -3.180 2.636
H 5.610 -4.039 3.895
H 6.489 -1.591 4.535
H 4.896 -2.128 4.961
O -0.732 -1.058 0.441
N -0.152 0.211 0.109
O 1.529 1.049 -2.850
N 1.651 -0.192 -3.026
O 1.399 -0.773 -4.050
O 2.059 -0.924 -2.017
*
```